Computed, not measured: a structure of composition C19H24N6ORhSe, with wB97M-V/def2-TZVPD.

As for the total charge: +3. The value obtained for the HOMO energy (spin up / spin down) is -17.3 / -17.3 eV. The calculation puts the molar mass at 534.31 g/mol. The value obtained for the orbital gap (spin up / spin down) is 0.162 / 0.162 hartree. For the calculated total energy, the calculation gives -3653.20637 hartree.

Geometry as XYZ:
```
52
Properties=species:S:1:pos:R:3:forces:R:3
Rh -0.479 0.116 -0.884 0.4250 -0.9615 0.1195
Se 2.637 4.251 4.701 -0.4459 -0.5383 -0.7622
O -0.099 -1.675 0.345 -1.3258 0.9551 -1.5884
N -2.550 -0.311 -1.361 0.5330 -0.3308 0.5610
N 0.961 3.788 4.293 -0.0585 0.3407 0.6557
N 1.321 0.952 -0.409 -0.0158 0.0460 0.5820
N -1.087 1.200 0.762 0.4493 0.1169 -0.0010
N 0.271 -0.892 -2.620 -0.0020 0.0057 0.4449
N 3.281 3.415 3.260 0.6008 0.2959 0.3130
C -2.312 -2.401 -2.717 0.0989 0.2898 -0.2974
C -3.132 -1.142 -2.455 -0.2619 -0.5794 -0.3279
C 1.257 1.639 0.769 1.2292 0.1231 -0.2142
C 0.309 -3.509 1.756 -0.3309 -0.1836 -0.2412
C -1.485 2.700 3.083 -0.2478 -0.1410 -0.1565
C -0.027 1.795 1.378 -0.7878 0.3374 0.8036
C -0.197 2.539 2.563 -0.1339 -0.4013 -0.4502
C -0.536 -0.967 -3.878 -0.3261 -0.1423 -0.4407
C 1.781 -1.406 1.813 -0.0672 0.0255 0.0008
C 0.971 3.089 3.201 1.3636 -0.0514 -0.5218
C 3.679 1.344 -0.499 0.0807 0.2184 0.2505
C 2.423 2.172 1.361 -0.4171 -0.2409 -0.4309
C 2.502 0.836 -1.020 -0.0646 -0.1924 -0.2441
C -2.549 2.133 2.411 0.2111 0.1574 0.1947
C 2.294 2.884 2.608 -1.2441 0.3005 0.6503
C 3.648 2.008 0.714 0.0418 -0.1719 -0.2787
C 0.616 -2.149 1.242 0.9076 0.3658 0.5328
C -2.304 1.377 1.274 -0.2884 -0.1761 -0.1602
C -1.391 -2.222 -3.928 0.0409 -0.1243 0.3877
H -1.127 -0.054 -3.972 -0.0008 -0.0002 0.0891
H -2.779 -0.791 -0.491 -0.3332 0.1205 -0.0301
H -3.141 0.898 0.785 0.0617 0.0025 -0.0388
H 1.031 -3.842 2.493 0.0336 0.0356 0.0016
H -3.041 0.583 -1.360 -0.0132 -0.0073 0.1331
H 0.264 -4.222 0.929 0.0480 0.0388 -0.0371
H 4.603 1.215 -1.045 -0.0080 -0.0057 -0.0312
H -1.627 3.254 4.002 0.0332 0.0660 -0.0205
H 2.267 -1.955 2.612 -0.0379 -0.0558 -0.0023
H 2.541 0.327 -1.972 -0.0205 -0.0560 0.0579
H 1.447 -0.442 2.199 -0.0136 -0.0268 -0.0118
H 4.550 2.406 1.162 -0.0144 0.0287 0.0283
H -3.226 -0.541 -3.358 0.0716 0.1203 0.0810
H -4.147 -1.423 -2.167 0.0304 0.1871 0.1310
H 2.514 -1.223 1.022 -0.0372 0.0197 -0.0324
H -1.989 -2.187 -4.840 0.0177 0.0311 -0.0174
H 0.134 -0.986 -4.740 0.1432 0.1224 0.1405
H -1.749 -2.657 -1.813 -0.0233 -0.0965 -0.0147
H -2.972 -3.242 -2.926 -0.0422 0.0047 0.1310
H -0.753 -3.107 -4.015 0.0713 0.0681 -0.0993
H 0.497 -1.850 -2.348 0.0540 0.0227 0.0434
H 1.156 -0.467 -2.875 0.0207 0.0061 0.0758
H -3.564 2.260 2.758 -0.0133 -0.0662 0.0065
H -0.694 -3.520 2.194 0.0081 0.0972 0.0349
```
Positions in Å, forces in eV/Å.

Atomic partial charges in e from the Mulliken method, atoms 1 to 4: atom 1 (Rh): 0.77, atom 2 (Se): 0.44, atom 3 (O): -0.24, atom 4 (N): -0.47